Formula: C13H36BBr2F7N3O8SV
Source: the Open Molecules 2025 dataset
Level of theory: wB97M-V/def2-TZVPD

XYZ file:
```
72
Properties=species:S:1:pos:R:3:lowdin_spin:R:1
O 1.01592 1.63302 0.64684 0.001
V 1.96887 0.89045 -0.44452 0.001
O 1.45744 -0.58195 -0.53439 0.001
B 2.28950 4.42538 -0.05901 0.000
F 2.64518 3.25899 -0.49373 0.000
F 3.24567 5.27851 -0.50881 0.000
F 1.09596 4.68017 -0.71541 0.000
F 2.18970 4.44599 1.28707 0.000
C -2.92935 2.39718 -0.95520 0.003
C -2.15049 3.64337 -0.66359 0.000
C -2.15816 4.69296 -1.83015 0.000
O -3.54732 5.07892 -1.85588 0.000
C -3.77913 6.27620 -2.63377 0.000
N -2.70814 4.28109 0.66332 0.000
H -2.32036 5.21367 0.66230 0.000
H -3.71382 4.36388 0.70641 0.000
H -2.36040 3.69235 1.40666 0.000
H -2.74533 1.70642 -0.13235 0.001
H -2.53372 2.00995 -1.89415 0.000
H -3.99004 2.51356 -1.17761 0.001
H -1.09850 3.39675 -0.52011 0.000
H -1.84664 4.32458 -2.80757 0.000
H -1.46084 5.51044 -1.64693 0.000
H -3.75482 5.93287 -3.66800 0.000
H -3.11224 7.12400 -2.47695 0.000
H -4.81560 6.59104 -2.51250 0.000
C -1.99251 -1.18902 -1.59488 0.018
C -1.44217 -1.75012 -2.88956 0.011
C -0.30729 -2.76101 -2.78224 0.009
O -0.58125 -3.62147 -1.66256 0.036
C 0.24743 -4.69878 -1.49285 0.017
N -2.59241 -2.28163 -3.80268 0.033
H -2.23442 -2.61327 -4.68696 0.018
H -3.01817 -3.02504 -3.26773 0.029
H -3.24120 -1.54631 -4.04451 0.021
H -2.13709 -2.06186 -0.95821 0.008
H -2.94612 -0.66114 -1.58580 0.006
H -1.20884 -0.53206 -1.21756 0.001
H -1.03930 -1.00436 -3.57485 0.003
H 0.60462 -2.24865 -2.47567 0.001
H -0.14710 -3.19232 -3.77038 0.004
H 0.09064 -5.30034 -2.38819 0.002
H -0.20765 -5.20114 -0.63925 0.017
H 1.29627 -4.44028 -1.34716 0.001
C -0.35440 -2.04082 2.45136 0.047
C 0.49498 -3.34440 2.52705 0.080
C 2.01112 -3.00923 2.45091 0.011
O 2.83965 -4.14415 2.62771 0.029
C 2.97841 -4.99569 1.52118 0.014
N 0.16975 -4.04266 3.90688 0.142
H -0.80733 -3.99498 4.15815 0.153
H 0.40930 -5.02380 3.91556 0.121
H 0.73044 -3.56204 4.59591 0.054
H -0.12083 -1.44633 1.56811 0.002
H -0.13292 -1.36854 3.28028 0.007
H -1.39758 -2.35680 2.45658 0.041
H 0.20955 -4.06795 1.76343 0.033
H 2.26076 -2.33783 3.27249 0.004
H 2.25294 -2.45183 1.54596 0.001
H 2.02733 -5.44093 1.22913 0.009
H 3.66860 -5.82813 1.65826 0.001
H 3.25627 -4.50947 0.58604 0.000
C 3.42531 1.36218 3.92884 0.000
F 2.41646 0.58998 4.38459 0.002
F 3.02542 2.48839 3.47253 0.000
F 4.36775 1.61545 4.94246 0.000
S 4.27504 0.43949 2.42092 0.001
O 4.52833 -0.89624 2.95860 0.001
O 3.30672 0.48591 1.32814 0.000
O 5.44181 1.22036 2.08277 0.000
Br 0.36965 1.47212 -2.77051 0.005
Br 4.32068 0.53696 -1.92426 0.000
```

Frontier orbital gap (spin up / spin down), eV: 1.797 / 5.295
E, hartree: -8497.33326
Spin multiplicity: 2
HOMO energy (spin up / spin down), eV: -1.17 / -4.45
Charge: -1
<S²>: 0.750

Formula: C13H36CuO15
Source: the Open Molecules 2025 dataset
Level of theory: wB97M-V/def2-TZVPD

XYZ file:
```
65
Properties=species:S:1:pos:R:3:lowdin_spin:R:1
Cu 2.78385 2.35737 0.00602 0.001
C 0.95389 0.51082 -0.32034 0.001
O 1.39666 0.55304 0.81750 0.031
O 1.83836 0.65089 -1.21273 0.018
O -0.21704 0.46813 -0.52094 0.025
C -0.07098 -2.19383 3.25867 0.101
C -1.02868 -3.18876 2.51969 0.097
O -2.11935 -2.57575 1.90569 0.425
O -0.75666 -1.63086 4.29964 0.079
H 0.21913 -1.39667 2.57422 0.010
H 0.73395 -2.86733 3.55293 0.002
H -1.41522 -3.94464 3.20331 0.004
H -0.51913 -3.71348 1.71152 0.024
H -1.85536 -2.12074 1.10265 0.004
H -0.20506 -1.40097 5.05096 0.005
C -1.95522 -2.35215 -1.98948 0.000
C -3.48190 -2.13631 -2.19640 0.000
O -3.90211 -0.86792 -2.53506 0.000
O -1.51482 -1.83461 -0.77567 0.001
H -1.42558 -1.89508 -2.82534 0.000
H -1.84987 -3.43678 -1.96561 0.000
H -4.10946 -2.45201 -1.36297 0.000
H -3.70930 -2.89798 -2.94221 0.000
H -3.58802 -0.28606 -1.83907 0.000
H -1.18895 -0.94462 -0.92843 0.000
C -1.04247 1.92474 2.87155 0.013
C 0.06852 1.79460 3.94451 0.011
O 1.31954 1.59909 3.39696 0.005
O -1.26449 0.75763 2.08819 0.114
H -0.75811 2.68205 2.14099 0.004
H -2.00122 2.20960 3.30486 0.001
H -0.17043 0.99180 4.64202 0.000
H 0.15409 2.74974 4.46266 0.001
H 1.26268 1.07125 2.59712 0.000
H -0.53501 0.73666 1.46448 -0.002
C 3.91953 -1.15894 2.09163 0.000
C 4.79314 -0.69633 0.98477 0.001
O 4.21211 0.40881 0.35232 0.001
O 2.69414 -1.79809 1.64544 0.008
H 3.79364 -0.41506 2.87833 0.000
H 4.58502 -1.89033 2.55020 0.000
H 4.81749 -1.48389 0.23160 0.000
H 5.79111 -0.47030 1.36035 0.000
H 3.46291 -0.03047 -0.05675 0.000
H 2.16750 -1.09234 1.26311 0.000
C 1.49009 0.37551 -4.75673 0.000
C 0.84852 1.66987 -4.33719 0.000
O 1.72517 2.22857 -3.35728 0.001
O 1.38413 -0.67222 -3.82004 0.000
H 2.53282 0.39635 -5.07358 0.000
H 1.07057 0.02020 -5.69793 0.000
H -0.08006 1.39311 -3.83796 0.000
H 0.64568 2.40954 -5.11168 0.000
H 1.83211 1.67397 -2.58101 0.000
H 1.55567 -0.38493 -2.92024 0.000
C -3.03219 2.28201 -0.61467 0.000
C -2.22083 2.70438 -1.84245 0.001
O -0.80068 2.85961 -1.58005 0.001
O -2.83320 0.89681 -0.23187 0.011
H -4.04877 2.39215 -0.99223 0.000
H -2.98843 2.96738 0.23176 0.000
H -2.66255 3.67038 -2.08707 0.000
H -2.35739 2.04752 -2.70152 0.000
H -0.46103 2.00690 -1.29875 0.000
H -1.88262 0.76868 -0.19208 -0.001
```

Frontier orbital gap (spin up / spin down), eV: 7.853 / 3.092
E, hartree: -3285.74022
Spin multiplicity: 2
HOMO energy (spin up / spin down), eV: -9.01 / -8.94
Charge: 0
<S²>: 0.755

Formula: C13H36F4HfN2O9S
Source: the Open Molecules 2025 dataset
Level of theory: wB97M-V/def2-TZVPD

XYZ file:
```
66
Properties=species:S:1:pos:R:3:mulliken_charge:R:1
Hf 0.35197 -0.15215 0.75803 2.633
F 0.64836 1.66425 2.03739 -0.718
C 2.10161 1.33643 -3.65739 0.474
F 2.99945 0.36979 -3.62626 -0.206
F 2.57469 2.38623 -3.00575 -0.198
F 1.78262 1.69214 -4.86641 -0.171
S 0.53414 0.73970 -2.80023 1.439
O -0.30221 1.92562 -2.72889 -0.872
O 0.00684 -0.35806 -3.57259 -0.673
O 0.91765 0.32236 -1.42222 -0.336
C 1.50934 -2.51638 -1.65080 -0.788
O 1.67330 -1.97274 -0.29485 -0.356
H 0.44237 -2.51120 -1.83668 0.173
H 2.10994 -1.90703 -2.32040 0.231
H 1.86745 -3.54420 -1.71905 0.404
H 2.49617 -2.37165 0.01055 0.294
C -1.96202 0.87612 3.04659 -0.678
O -1.55812 -0.27888 2.26482 -0.473
H -2.99444 0.77373 3.38186 0.442
H -1.25660 1.03384 3.85326 0.305
H -2.02356 1.77530 2.44165 0.068
H -2.24488 -0.94964 2.31282 0.311
C -3.19333 3.03353 0.37401 -1.669
C -2.67504 1.67647 -0.10366 0.529
C -3.23977 1.43579 -1.51771 -1.188
O -2.86975 0.20166 -2.07641 -0.282
C -3.33224 0.01846 -3.40671 -0.943
N -1.15825 1.69461 -0.00916 -0.458
H -2.87031 3.35140 1.36722 0.411
H -4.27928 2.95697 0.48509 0.473
H -2.96638 3.86093 -0.29882 0.424
H -3.04554 0.80536 0.44974 -0.112
H -2.89801 2.24995 -2.16816 0.470
H -4.32285 1.53622 -1.40361 0.628
H -2.75053 0.68644 -4.05452 0.299
H -4.34542 0.38641 -3.59845 0.352
H -3.23829 -1.01567 -3.71686 0.312
H -0.96503 2.54937 0.51042 0.397
H -0.97602 2.03187 -0.96878 0.239
C 3.82713 -1.00696 3.65972 -1.495
C 2.87604 -0.29831 2.69250 0.120
C 3.54504 0.09057 1.41755 -1.055
O 2.57178 0.71304 0.55063 -0.378
C 3.17515 1.70711 -0.29125 -0.931
N 1.72282 -1.23441 2.41845 -0.744
H 4.65625 -0.37046 3.97578 0.413
H 4.27486 -1.91013 3.23665 0.435
H 3.34528 -1.24778 4.61034 0.452
H 2.53738 0.61748 3.17795 0.130
H 3.98728 -0.71734 0.82494 0.243
H 4.35008 0.77445 1.68878 0.647
H 3.88950 2.32808 0.24915 0.534
H 2.38021 2.35802 -0.63693 0.207
H 3.70461 1.20676 -1.10180 0.342
H 1.40449 -1.31837 3.39241 0.443
H 2.20216 -2.13809 2.36785 0.364
C -1.99677 -2.30477 -0.40967 -0.629
C -1.28281 -3.24210 0.52132 -0.858
O -0.44077 -2.47578 1.39722 -0.332
O -1.25157 -1.11723 -0.69181 0.839
H -2.98851 -1.97696 -0.06909 0.444
H -2.25239 -2.87361 -1.30990 0.447
H -0.65738 -3.89103 -0.09727 0.309
H -1.97106 -3.84447 1.11227 0.546
H -0.30941 -2.99529 2.19760 0.309
H -1.84745 -0.62581 -1.35249 0.011
```

Frontier orbital gap, eV: 10.156
E, hartree: -2148.86703
Spin multiplicity: 1
Energy relative to the best compared isomer or geometry (same formula, charge and spin), kcal per mole: 32.38
HOMO energy, eV: -15.87
Charge: +2

Formula: C13H36I3N11O20Si
Source: the Open Molecules 2025 dataset
Level of theory: wB97M-V/def2-TZVPD

XYZ file:
```
84
Properties=species:S:1:pos:R:3:mulliken_charge:R:1
C -2.03093 -1.84064 1.47028 -0.121
C -0.51692 -2.07274 1.13301 -0.034
I 0.45535 -3.93227 1.72883 0.086
C 0.19587 -1.09880 0.44986 -0.138
I 2.30217 -1.48584 -0.02440 0.010
Si -0.45512 0.58669 -0.13021 0.101
N -2.19824 0.66430 -0.44106 -0.400
I 0.24561 2.33626 1.51402 -0.174
H -2.26632 -0.83937 1.89944 0.295
H -2.61726 -2.09892 0.54930 0.223
H -2.32285 -2.59764 2.24754 -0.288
H 0.24387 0.91919 -1.38544 -0.161
H -2.58012 -0.20483 -0.81034 0.275
H -2.63321 0.92688 0.44632 0.264
C 3.28469 3.44026 -2.41212 -0.797
N 2.77518 2.05814 -2.59800 0.902
O 1.65841 1.92716 -3.05736 -0.540
O 3.51601 1.15093 -2.27718 -0.450
H 2.52252 4.14112 -2.73924 0.309
H 3.50003 3.57028 -1.35317 0.336
H 4.18493 3.54190 -3.01377 0.306
C 7.00886 6.13697 -4.49021 -0.618
N 5.61761 5.90049 -4.02623 0.906
O 5.07691 6.78460 -3.39917 -0.536
O 5.11435 4.82881 -4.30962 -0.557
H 7.32129 7.12066 -4.16870 0.171
H 7.63693 5.36737 -4.04598 0.318
H 7.00858 6.06811 -5.57561 0.288
C -5.31876 2.06327 -1.39272 -0.499
N -6.71856 1.85402 -0.94081 0.893
O -7.24320 2.74659 -0.31190 -0.528
O -7.24001 0.79668 -1.23633 -0.517
H -4.98720 3.04225 -1.05961 0.293
H -4.71032 1.27874 -0.95048 0.088
H -5.31228 2.00148 -2.47865 0.293
C 9.35079 10.59406 -4.47981 -0.718
N 8.84262 9.21123 -4.66764 0.840
O 7.72603 9.08037 -5.12760 -0.514
O 9.58277 8.30503 -4.34630 -0.497
H 8.58706 11.29331 -4.80740 0.318
H 9.56537 10.72297 -3.42128 0.287
H 10.25214 10.69581 -5.08009 0.281
C 0.16216 -8.69869 0.91976 -0.721
N 0.81078 -7.75691 1.86680 0.848
O 1.57240 -6.93102 1.40377 -0.493
O 0.53212 -7.87928 3.03955 -0.500
H 0.50315 -8.47136 -0.08611 0.297
H 0.45320 -9.70607 1.20891 0.287
H -0.91329 -8.55897 1.00487 0.287
C -2.11131 -4.29118 5.46035 -0.750
N -3.14642 -4.15945 4.40487 0.952
O -3.57766 -3.04404 4.18287 -0.514
O -3.48675 -5.17436 3.83591 -0.548
H -1.90855 -3.30822 5.87443 0.272
H -2.50045 -4.95941 6.22581 0.339
H -1.22003 -4.70347 4.99390 0.266
C -7.41641 -1.94140 0.62334 -0.700
N -6.12935 -2.52113 1.08443 0.909
O -5.60525 -2.01735 2.05885 -0.493
O -5.69102 -3.46012 0.45424 -0.556
H -7.68166 -1.11626 1.27822 0.274
H -7.27555 -1.59275 -0.39709 0.267
H -8.16563 -2.72869 0.67216 0.296
C 3.10137 -2.81998 4.84650 -0.675
N 1.83013 -2.81251 5.61446 0.852
O 0.93888 -3.53978 5.22733 -0.445
O 1.77294 -2.07669 6.57618 -0.545
H 3.00555 -3.51924 4.02047 0.232
H 3.26831 -1.80938 4.48011 0.289
H 3.89239 -3.12908 5.52625 0.291
C -7.93194 -1.89509 5.26819 -0.687
N -8.97178 -1.76094 4.21617 0.909
O -9.41110 -0.65111 3.99965 -0.534
O -9.30755 -2.77740 3.64448 -0.514
H -7.73318 -0.91360 5.68853 0.300
H -8.31998 -2.57034 6.02766 0.282
H -7.03934 -2.30233 4.79626 0.244
C 4.16124 0.45002 -5.30518 -0.712
N 4.21164 -0.37358 -6.54046 0.902
O 4.76441 0.10364 -7.51079 -0.543
O 3.69453 -1.46898 -6.49059 -0.537
H 4.65947 1.39664 -5.49684 0.297
H 3.11325 0.60785 -5.05809 0.268
H 4.67162 -0.10286 -4.52027 0.308
```

Frontier orbital gap, eV: 8.325
E, hartree: -3805.70140
Spin multiplicity: 1
HOMO energy, eV: -8.74
Charge: 0